[1]
The following is a quantum chemistry calculation of C20H34BMoN11O6P2S as an isolated structure, from OMol25.

The geometry in XYZ format:
```
76
Properties=species:S:1:pos:R:3
Mo 0.34439 0.07239 0.39982
C 3.61005 -0.83492 -0.19580
C 3.51865 -2.18263 0.47307
N 2.15560 -2.68762 0.34877
C 1.74729 -3.51149 1.47057
C 1.66830 -2.69144 2.75642
S 1.11140 -0.94446 2.62649
C 2.65088 -0.01171 2.88781
C 3.12272 0.75426 1.65453
N 2.66197 0.17631 0.36261
H 4.62470 -0.43519 -0.13142
H 3.37214 -0.96337 -1.24857
H 4.26237 -2.84837 0.02558
H 3.78485 -2.10605 1.52720
H 2.04627 -3.20118 -0.51718
H 0.77990 -3.94999 1.24002
H 2.43644 -4.34272 1.66672
H 0.97617 -3.15178 3.46032
H 2.62644 -2.63302 3.26848
H 2.44747 0.68766 3.69609
H 3.39143 -0.72171 3.24637
H 2.72411 1.76426 1.71025
H 4.21260 0.82340 1.66418
H 2.69980 0.96033 -0.28495
C -3.77107 1.42974 -0.21070
C -2.58786 1.41418 0.51847
N -1.73361 0.53241 -0.00397
N -2.36213 -0.06686 -1.05645
C -3.58401 0.49596 -1.19644
B -1.82745 -1.40189 -1.63617
N -0.53055 -1.16168 -2.41273
C -0.12165 -1.30092 -3.68541
C 1.11824 -0.71085 -3.82093
C 1.40006 -0.20152 -2.56816
N 0.42733 -0.50455 -1.70055
N -1.51923 -2.33623 -0.43355
C -2.16621 -3.45811 -0.04475
C -2.01982 -3.61693 1.31011
C -1.24173 -2.52989 1.69771
N -0.89641 -1.78937 0.64500
N -2.98975 -2.02158 -2.49761
C -4.15732 -2.41186 -2.08282
C -4.95650 -2.72901 -3.24083
C -4.08631 -2.46844 -4.34520
N -2.93667 -2.03771 -3.92112
H -4.63243 2.05293 -0.04812
H -2.34161 1.99420 1.39370
H -4.24554 0.21817 -1.99942
H -0.73848 -1.78071 -4.42049
H 1.71359 -0.64054 -4.71429
H 2.24333 0.39729 -2.27846
H -2.67295 -4.08745 -0.75667
H -2.41359 -4.40093 1.93344
H -0.95078 -2.26140 2.69784
H -4.44328 -2.44251 -1.04081
H -5.97548 -3.08920 -3.24543
H -4.29088 -2.57881 -5.39887
N 1.60966 4.63631 0.99886
C 0.21820 4.02764 0.87093
C -0.77999 5.18681 0.89573
P -0.10463 2.89468 2.33222
O 1.14059 3.29176 3.27076
O -1.41711 3.15676 2.91627
O 0.19738 1.44179 1.89597
P 0.13505 3.16023 -0.77357
O 1.19607 4.04156 -1.58781
O -1.21248 3.13566 -1.33117
O 0.89412 1.82581 -0.53774
H 1.72573 5.07095 1.91867
H 1.73767 5.33969 0.26448
H 2.35702 3.94967 0.88702
H -0.73251 5.73356 1.83882
H -1.78899 4.79901 0.78934
H -0.59598 5.87436 0.06676
H 0.86643 3.52191 4.17263
H 0.86857 4.38496 -2.43182
```

Output
Net charge = +3
Spin multiplicity = 4
Orbital gap (spin up / spin down) = 7.76 / 5.01 eV
E = -3009.6292 Eh
HOMO energy (spin up / spin down) = -16.63 / -16.94 eV

---

[2]
The following is a quantum chemistry calculation of a 2-piece molecular cluster, C4H13N4O overall at a distorted geometry, from OMol25.

The geometry in XYZ format:
```
22
Properties=species:S:1:pos:R:3
C -2.32292 -1.55347 1.67934
C -1.89206 -0.31714 -0.46681
N -1.53867 -0.84591 0.68321
N -2.94334 -0.74100 -1.18390
N -1.15184 0.65643 -0.94913
H -0.60382 -0.65054 1.00449
H -3.29936 -1.86810 1.29545
H -2.55694 -0.93968 2.54559
H -3.50449 -1.51511 -0.85936
H -3.43193 -0.14277 -1.82292
H -0.18885 0.78620 -0.59031
H -1.34848 1.15744 -1.79938
H -1.87852 -2.51484 1.88031
C 2.95947 1.98195 -0.39314
C 2.47854 0.63209 -0.02333
O 1.26959 0.37928 0.12354
N 3.38797 -0.33843 0.10426
H 4.00729 2.01846 -0.67254
H 2.72559 2.71714 0.39063
H 3.07258 -1.27655 0.27387
H 4.35697 -0.12940 -0.07280
H 2.40323 2.50394 -1.14708
```

Output
Net charge = +1
Orbital gap = 11.43 eV
E = -454.3108 Eh
HOMO energy = -13.86 eV

---

[3]
The following is a quantum chemistry calculation of a 2-piece molecular cluster, C4H12 overall at a distorted geometry, from OMol25.

The geometry in XYZ format:
```
16
Properties=species:S:1:pos:R:3
C -1.19821 -2.00019 0.57852
C -0.23217 -2.49362 -0.50698
H -0.99351 -2.64122 1.44206
H -1.01880 -0.94256 0.85647
H -2.27669 -1.89052 0.51523
H -0.66620 -2.24642 -1.49725
H -0.35139 -3.56599 -0.64044
H 0.77038 -2.12697 -0.38415
C 0.60999 3.01146 -0.21758
C 0.86488 1.48954 0.16167
H 0.10658 2.93444 -1.18594
H -0.27359 3.37438 0.28724
H 1.55317 3.53355 -0.24725
H 0.43032 0.90264 -0.64377
H 0.42732 1.28505 1.14793
H 1.93274 1.33451 0.27971
```

Output
SMILES string = CC.CC
Orbital gap = 12.56 eV
E = -159.5479 Eh
HOMO energy = -11.41 eV

---

[4]
The following is a quantum chemistry calculation of C49H37ClN3O3Re as an isolated structure at a distorted geometry, from OMol25.

The geometry in XYZ format:
```
94
Properties=species:S:1:pos:R:3
Re 0.35514 -0.21301 -0.37711
O -0.51002 1.10640 0.80949
C -1.70681 1.83181 0.61238
C -2.04099 1.90952 -0.88727
C -2.37816 0.57152 -1.47635
C -3.51815 0.42863 -2.24774
C -3.86976 -0.81813 -2.72935
C -3.10474 -1.90647 -2.35996
C -1.98328 -1.73202 -1.56412
C -1.31345 -2.96944 -1.01053
C 0.03640 -2.78835 -0.31950
O -0.15994 -1.75541 0.66166
C 0.42481 -4.08938 0.35405
C 0.83406 -5.16494 -0.43001
C 1.20510 -6.36134 0.16167
C 1.17293 -6.49208 1.54424
C 0.76882 -5.42197 2.32737
C 0.39897 -4.21996 1.73540
C 1.11187 -2.14695 -1.21291
C 1.09696 -2.40212 -2.64690
C 2.20459 -2.38268 -3.40877
C 3.50051 -2.20286 -2.77453
C 3.63547 -2.12722 -1.44676
C 2.46083 -2.20470 -0.54106
N -1.58556 -0.48911 -1.19806
C -1.41281 3.21272 1.19909
C -1.16027 3.28491 2.56824
C -0.79185 4.48006 3.15934
C -0.67695 5.63379 2.39024
C -0.93707 5.57494 1.03225
C -1.29900 4.36874 0.43965
C -2.87324 1.16586 1.33456
C -4.08973 1.83974 1.42424
C -5.18678 1.24003 2.01936
C -5.07988 -0.04463 2.53779
C -3.86939 -0.71395 2.45983
C -2.76724 -0.11297 1.86134
H -1.21205 2.36771 -1.42773
H -2.90333 2.56114 -1.03117
H -4.12766 1.29895 -2.44444
H -4.74957 -0.94549 -3.34535
H -3.38042 -2.91079 -2.65123
H -1.26044 -3.74202 -1.78006
H -1.99872 -3.35148 -0.24692
H 0.88324 -5.05964 -1.50901
H 1.52513 -7.19174 -0.45380
H 1.46521 -7.42566 2.00612
H 0.74010 -5.51942 3.40492
H 0.09207 -3.37955 2.34342
H 0.13283 -2.56500 -3.11964
H 2.15385 -2.51829 -4.48010
H 4.38516 -2.18894 -3.39911
H 4.61765 -2.07950 -0.99219
H 2.55015 -3.02803 0.16971
H -1.25532 2.38897 3.17005
H -0.60386 4.51740 4.22459
H -0.40153 6.57196 2.85378
H -0.86432 6.46846 0.42516
H -1.49198 4.36055 -0.62603
H -4.17554 2.85273 1.04530
H -6.12350 1.77773 2.08811
H -5.93442 -0.51401 3.00676
H -3.77321 -1.71089 2.87102
H -1.82731 -0.64663 1.80698
Cl 3.63055 -0.23197 5.98694
C 3.29204 -0.47312 4.30861
C 3.41045 -1.74404 3.75742
C 3.14594 -1.96713 2.41601
C 2.72952 -0.90532 1.62649
O 2.43107 -0.96330 0.30444
C 2.62724 0.38590 2.17098
C 2.37571 1.51464 1.29951
N 1.82183 1.41267 0.14907
C 1.76811 2.51357 -0.74302
C 2.21730 3.78949 -0.51593
C 2.17477 4.75092 -1.54209
C 1.71280 4.42965 -2.78743
C 1.23625 3.12622 -3.04894
C 0.73880 2.72117 -4.30984
C 0.27831 1.44767 -4.46805
C 0.26437 0.58056 -3.36315
N 0.72041 0.91434 -2.17160
C 1.24437 2.17868 -2.01117
C 2.92779 0.59511 3.51705
H 3.71865 -2.56793 4.38636
H 3.25722 -2.96266 2.01413
H 2.73373 2.47976 1.64775
H 2.61113 4.08384 0.44619
H 2.52984 5.75077 -1.33434
H 1.70350 5.16271 -3.58332
H 0.73304 3.42684 -5.13073
H -0.10272 1.09379 -5.41488
H -0.15295 -0.41129 -3.45365
H 2.86734 1.59090 3.93683
```

Output
Net charge = +1
Spin multiplicity = 2
Orbital gap (spin up / spin down) = 6.41 / 6.29 eV
E = -2817.7166 Eh
HOMO energy (spin up / spin down) = -10.06 / -10.03 eV

---

[5]
The following is a quantum chemistry calculation of an isolated ion of composition C6H9N5O and charge +2 at a distorted geometry, from OMol25.

The geometry in XYZ format:
```
21
Properties=species:S:1:pos:R:3
C 2.15182 -1.39007 0.34691
C -0.31563 2.16240 -0.08109
C 0.31153 -0.56656 -0.47828
C 1.26281 0.52862 -0.54171
C -1.07792 -0.23524 -0.05402
C -1.91507 -1.08706 0.87813
N 0.97111 -1.68211 -0.07704
N -1.28531 1.19152 0.09275
N 0.92735 1.84018 -0.41852
N 2.48345 -0.02246 0.20221
N -0.84233 -0.66763 -1.38279
O 3.46791 0.56673 0.55998
H 2.82030 -2.14353 0.77464
H -0.51016 3.21202 0.29687
H -2.11099 -2.02970 0.40113
H -2.95457 -0.77428 1.15953
H -1.27509 -1.03732 1.85482
H -2.00867 1.33179 0.76468
H 1.63315 2.50483 -0.40093
H -1.09803 -1.65248 -1.72652
H -0.63565 -0.04964 -2.17075
```

Output
Net charge = +2
SMILES string = C[C@@]12NC=[NH+]C3=[N+]([O-])C=N[C@]31[NH2+]2
Orbital gap (spin up / spin down) = 7.98 / 7.54 eV
E = -582.2236 Eh
HOMO energy (spin up / spin down) = -17.17 / -17.30 eV

---

[6]
The following is a quantum chemistry calculation of one molecule with the formula C16H15N3O5 at a distorted geometry, from OMol25.

The geometry in XYZ format:
```
39
Properties=species:S:1:pos:R:3
O -3.12477 4.30075 0.73441
C -2.36578 3.44360 1.10919
N -1.00661 3.61565 1.04465
N -0.14881 2.71447 1.53173
C 1.08145 2.76352 1.19550
C 2.02150 1.82730 1.73169
C 1.90085 0.86656 2.71110
C 3.15832 0.23847 2.80406
C 3.95367 0.85493 1.88304
O 3.28038 1.81444 1.23631
H 4.97901 0.70424 1.60863
H 3.43695 -0.55820 3.46285
H 1.02557 0.66858 3.29384
H 1.47434 3.50041 0.48896
H -0.67429 4.36601 0.43429
C -2.80502 2.15499 1.79968
N -2.17802 0.98978 1.21661
C -1.82786 0.94950 -0.08924
O -2.07966 1.86083 -0.85485
C -1.10878 -0.28574 -0.50987
C -1.32726 -0.76965 -1.79231
C -0.66089 -1.89804 -2.24563
C 0.23889 -2.55553 -1.39764
C 0.49079 -2.03758 -0.13228
C -0.17567 -0.91405 0.31169
H 0.06045 -0.50877 1.28312
H 1.21538 -2.54018 0.48844
O 0.89176 -3.69824 -1.77354
C 0.34763 -4.30355 -2.92652
C 0.06352 -3.24655 -3.99233
H -0.34954 -3.69512 -4.89671
O -0.90026 -2.33074 -3.52251
H 0.99583 -2.71809 -4.23458
H 1.08433 -5.03018 -3.27180
H -0.58813 -4.81903 -2.67059
H -2.01719 -0.26534 -2.44962
H -1.94643 0.22007 1.82073
H -2.51894 2.22076 2.85179
H -3.89671 2.09972 1.71770
```

Output
SMILES string = O=C(CNC(=O)c1ccc2c(c1)OCCO2)N/N=C/c1ccco1
Orbital gap = 8.52 eV
E = -1159.1407 Eh
HOMO energy = -8.13 eV

---

[7]
The following is a quantum chemistry calculation of one molecule with the formula C5H6N2O4S at a distorted geometry, from OMol25.

The geometry in XYZ format:
```
18
Properties=species:S:1:pos:R:3
C 0.41256 1.87153 -1.62462
C 1.33559 1.41623 -0.72171
C -0.51495 0.26646 -0.48566
C -1.63894 -0.71767 -0.10580
C -1.52533 -1.50245 1.11899
N -0.73272 1.21265 -1.44514
N 0.75891 0.38011 -0.03364
O 1.18083 -0.29876 2.35437
O -2.51478 -0.70201 -0.94003
O 1.50058 -1.86744 0.49902
O 3.02987 -0.00191 0.83676
S 1.79905 -0.64251 1.11660
H 0.57748 2.85821 -2.15533
H 2.24832 1.72302 -0.44499
H -1.80676 -2.60479 0.97478
H -2.24676 -1.08324 1.80211
H -0.57607 -1.40248 1.50008
H -1.28686 1.09505 -2.24579
```

Output
Orbital gap = 9.58 eV
E = -1002.7622 Eh
HOMO energy = -10.39 eV